Record 1
The following is a DFT calculation (ωB97M-V/def2-TZVPD) of a structure of composition C4H6CsFO4.

Each line ends with the Mulliken charge.
Atoms and positions in Å:
C1 1.006 -1.984 -0.924  -0.638
O1 0.591 -1.822 0.392  -0.765
Cs1 -0.033 -3.774 3.611  0.972
H1 0.137 -1.921 -1.611  0.203
H2 1.719 -1.190 -1.221  0.171
H3 1.537 -2.922 -1.167  0.265
C2 -0.365 0.102 1.009  0.815
O2 0.582 1.101 0.821  -0.330
C3 0.198 1.983 -0.179  0.344
C4 -1.260 1.619 -0.439  -0.373
O3 -1.369 0.319 0.119  -0.359
O4 -0.672 -0.146 2.190  -0.746
F1 0.972 1.743 -1.295  -0.300
H4 0.382 3.017 0.129  0.214
H5 -1.944 2.307 0.074  0.281
H6 -1.483 1.569 -1.510  0.247

* energy relative to the best compared isomer or geometry (same formula, charge and spin): 1.9622 eV
* LUMO: -1.0 eV
* net charge: 0


Record 2
The following is a DFT calculation (ωB97M-V/def2-TZVPD) of a structure of composition C23H37Ag2CuNO14.

Each line ends with the Mulliken charge.
Atoms and positions in Å:
Ag1 18.761 11.247 -4.297  0.904
Ag2 15.258 10.233 -4.638  0.694
Cu1 11.485 12.588 -5.106  0.566
O1 13.678 12.025 -4.454  -0.192
C1 14.232 13.208 -4.008  0.444
C2 15.791 13.201 -3.704  -0.121
O2 16.563 12.100 -3.917  -0.364
H1 13.704 13.547 -3.104  -0.105
H2 13.965 13.995 -4.733  0.186
H3 15.889 13.584 -2.678  0.415
H4 16.222 14.037 -4.285  -0.011
C3 15.633 16.167 0.151  -0.679
N1 14.439 17.051 0.268  0.840
O3 13.452 16.545 0.773  -0.484
O4 14.589 18.216 -0.001  -0.507
H5 16.324 16.643 -0.547  0.304
H6 15.397 15.206 -0.293  0.157
H7 16.095 16.255 1.132  0.365
O5 13.369 9.167 -3.541  -0.451
C4 12.427 9.120 -2.761  0.293
O6 11.962 7.985 -2.339  -0.304
C5 10.926 8.218 -1.330  -0.499
C6 11.123 9.682 -0.942  -0.627
C7 11.648 10.308 -2.221  0.591
H8 10.959 7.487 -0.525  0.365
H9 9.947 7.999 -1.764  0.281
H10 11.871 9.750 -0.149  0.335
H11 10.194 10.090 -0.546  0.372
H12 12.252 11.203 -2.120  -0.354
H13 10.810 10.489 -2.904  0.065
O7 18.307 12.591 -6.565  -0.580
C8 17.380 13.169 -7.061  0.481
O8 17.251 14.486 -6.999  -0.301
C9 15.964 14.930 -7.394  -0.341
C10 15.243 13.719 -8.036  -0.341
C11 16.206 12.548 -7.783  -0.112
H14 15.975 15.770 -8.084  0.412
H15 15.416 15.291 -6.518  0.135
H16 15.121 13.947 -9.096  0.410
H17 14.209 13.585 -7.720  0.034
H18 16.616 12.206 -8.733  0.356
H19 15.690 11.801 -7.184  -0.099
O9 11.303 14.646 -6.069  -0.411
C12 11.016 15.379 -6.994  0.350
O10 9.845 16.017 -6.926  -0.332
C13 9.562 16.752 -8.134  -0.445
C14 10.616 16.316 -9.143  -0.721
C15 11.737 15.810 -8.256  -0.022
H20 9.675 17.817 -7.932  0.290
H21 8.538 16.583 -8.452  0.351
H22 10.935 17.140 -9.782  0.342
H23 10.346 15.554 -9.874  0.335
H24 12.458 16.542 -7.869  0.272
H25 12.320 15.032 -8.738  0.168
O11 10.680 13.848 -3.415  -0.326
C16 10.640 14.518 -2.400  0.306
O12 9.594 15.308 -2.208  -0.319
C17 9.583 15.892 -0.887  -0.545
C18 10.515 15.009 -0.121  -0.593
C19 11.553 14.617 -1.201  -0.125
H26 8.536 15.886 -0.592  0.355
H27 9.903 16.937 -0.862  0.287
H28 9.987 14.079 0.120  0.268
H29 10.877 15.366 0.839  0.399
H30 12.072 13.708 -0.903  0.301
H31 12.287 15.405 -1.395  0.171
O13 19.491 13.464 -3.938  -0.549
C20 19.506 14.663 -4.059  0.464
O14 20.114 15.227 -5.113  -0.310
C21 19.979 16.655 -5.046  -0.546
C22 18.791 16.931 -4.136  -0.316
C23 18.849 15.722 -3.207  -0.204
H32 19.845 17.032 -6.059  0.328
H33 20.928 17.085 -4.718  0.335
H34 17.858 16.863 -4.708  0.081
H35 18.761 17.902 -3.652  0.430
H36 18.033 15.253 -2.660  0.053
H37 19.575 15.973 -2.421  0.345

* multiplicity: 3
* ⟨S²⟩: 2.012
* LUMO (spin up / spin down): -9.7 / -12.7 eV
* net charge: +3


Across the entries above, largest force on an atom takes the values 3.8; 2.6 eV/Å, respectively.